Below is a 2-piece molecular cluster, CHCl2FS overall in a non-equilibrium geometry, with properties calculated with ωB97M-V/def2-TZVPD.

Values from the calculation:
Spin multiplicity = 1
Gap between HOMO and LUMO = 8.8574 eV
Total charge = 0
Relative energy (zero: lowest compared OMol25 entry of this formula, charge and spin) = 27.6 kJ/mol
SMILES string = S=C(Cl)Cl.F
DFT total energy = -39649.9352 eV

Each line ends with the Mulliken charge.
Positions of all 6 atoms, in Å:
S1 -0.58820 0.74360 1.30545  -0.168
C1 -0.98218 0.21588 -0.13919  0.323
Cl1 -1.06427 -1.43023 -0.76576  -0.064
Cl2 -1.14363 1.25616 -1.50597  -0.069
F1 2.38272 -0.42422 0.57515  -0.374
H1 1.39556 -0.36119 0.53033  0.352

Below is C30H78AlF2N10O19P3S2 as an isolated structure in a non-equilibrium geometry, with properties calculated with ωB97M-V/def2-TZVPD.

Values from the calculation:
Spin multiplicity = 1
Gap between HOMO and LUMO = 2.0146 eV
Total charge = +2
DFT total energy = -147729.8122 eV

Each line ends with the Mulliken charge.
Positions of all 145 atoms, in Å:
Al1 0.64217 0.91437 -3.52983  1.251
N1 1.20796 -0.57383 -1.33636  0.324
S1 2.69297 -0.99169 -1.05775  1.185
O1 3.14410 -2.25441 -1.61923  -0.699
O2 3.25929 -0.53247 0.18966  -0.603
F1 3.38621 -0.04970 -2.14136  -0.407
S2 0.59646 -1.45731 -0.03405  0.402
O3 0.23217 -0.57199 1.02971  -0.245
O4 0.97271 -2.81632 0.25656  -0.575
F2 -0.85046 -1.67286 -0.64525  -0.297
O5 0.93144 2.97067 -1.52717  -0.628
P1 1.44182 3.87879 -0.49288  -0.081
N2 0.32511 4.15206 0.74399  0.888
C1 -0.63389 3.12580 1.03669  -1.090
C2 0.31180 5.26396 1.68855  -0.999
N3 1.83403 5.42078 -1.04028  0.337
C3 0.88307 6.15060 -1.84931  -0.925
C4 2.87441 6.25876 -0.40649  -1.101
N4 2.88511 3.36871 0.24285  0.329
C5 2.81808 2.59650 1.49640  -0.960
C6 4.09428 3.24583 -0.55303  -1.008
H1 -0.63355 2.87751 2.10332  0.391
H2 -0.67597 2.30647 0.32133  -0.080
H3 -1.65044 3.54009 0.88653  0.464
H4 1.26624 5.77258 1.79719  0.318
H5 -0.13540 4.99795 2.64638  0.379
H6 -0.37025 6.06825 1.38174  0.306
H7 0.10602 5.46007 -2.18523  0.106
H8 0.41787 7.00164 -1.34882  0.366
H9 1.38089 6.47249 -2.76865  0.392
H10 3.12949 5.97098 0.61133  0.426
H11 3.80777 6.16045 -0.96482  0.303
H12 2.55463 7.29801 -0.42801  0.335
H13 3.84886 2.51024 1.83212  0.415
H14 2.15834 3.03537 2.23959  0.206
H15 2.42102 1.60699 1.23625  0.341
H16 4.93089 3.43401 0.12408  0.403
H17 4.03539 3.79837 -1.48541  0.403
H18 4.26687 2.19182 -0.81800  0.211
O6 -3.89083 1.24580 3.82659  -0.739
P2 -3.58662 0.07271 4.68252  0.199
N5 -4.82759 -0.98558 5.00639  0.170
C7 -5.70593 -1.28076 3.85945  -0.937
C8 -4.80395 -2.11371 5.92937  -0.793
N6 -2.86564 0.34536 6.21175  0.410
C9 -3.06435 1.63261 6.88965  -1.168
C10 -2.12973 -0.60987 7.02216  -1.359
N7 -2.30858 -0.88632 4.04085  0.796
C11 -2.49074 -1.87486 2.96901  -1.218
C12 -1.05316 -0.16765 3.92765  -0.886
H19 -5.90994 -0.33433 3.35987  0.278
H20 -6.67703 -1.65248 4.18889  0.412
H21 -5.29334 -2.05971 3.21532  0.304
H22 -4.17924 -1.95501 6.80031  0.226
H23 -4.36537 -2.93166 5.34049  0.312
H24 -5.79486 -2.44429 6.23254  0.331
H25 -2.65067 2.48932 6.36515  0.284
H26 -4.14861 1.69250 7.05571  0.393
H27 -2.76045 1.66481 7.93671  0.437
H28 -2.71865 -0.77192 7.93664  0.522
H29 -2.07541 -1.57862 6.53188  0.408
H30 -1.18576 -0.20253 7.38646  0.469
H31 -3.25924 -2.59522 3.23767  0.259
H32 -2.58431 -1.38424 1.99796  0.422
H33 -1.57757 -2.47533 2.99284  0.307
H34 -0.23112 -0.85352 3.73654  0.255
H35 -0.85655 0.38247 4.85624  0.359
H36 -1.03446 0.66814 3.21313  0.142
O7 -2.11293 1.37870 -2.22462  -0.461
P3 -3.51782 1.65921 -1.91005  0.042
N8 -4.04605 0.73787 -0.56693  0.520
C13 -4.14281 -0.70107 -0.67154  -0.573
C14 -3.57608 1.16897 0.75103  -0.169
N9 -4.61047 1.12709 -3.06258  0.345
C15 -6.02426 0.88175 -2.82537  -1.022
C16 -4.06875 0.61275 -4.32858  -0.932
N10 -4.01340 3.22622 -1.56322  0.475
C17 -3.12436 4.30404 -2.08648  -0.965
C18 -5.25422 3.56317 -0.89293  -1.060
H37 -3.26704 -1.20707 -0.24095  -0.096
H38 -4.09389 -1.14290 -1.66904  0.319
H39 -5.03212 -1.06891 -0.15776  0.379
H40 -4.02447 2.09035 1.11654  0.322
H41 -2.48134 1.20955 0.79409  -0.306
H42 -3.77231 0.43383 1.53471  -0.162
H43 -6.23872 -0.18978 -2.84946  0.337
H44 -6.28535 1.38338 -1.89967  0.359
H45 -6.61444 1.30810 -3.64144  0.319
H46 -4.66324 1.02671 -5.14289  0.372
H47 -3.01886 0.88022 -4.41237  0.164
H48 -4.10231 -0.47968 -4.38735  0.336
H49 -3.02443 5.07467 -1.32519  0.416
H50 -2.16983 3.80146 -2.24107  0.126
H51 -3.49190 4.68715 -3.03703  0.355
H52 -5.45644 2.97547 0.00320  0.373
H53 -6.07737 3.59112 -1.60604  0.307
H54 -5.11798 4.54220 -0.42409  0.354
C19 3.09615 -0.54304 -7.72105  -0.663
O8 3.63675 -1.45939 -6.81167  -0.392
C20 3.52309 -1.27275 -5.51288  0.675
O9 2.90982 -0.38856 -4.97446  -0.309
O10 4.09580 -2.21203 -4.77640  -0.057
C21 4.44634 -3.48293 -5.35172  -0.779
H55 3.55643 -0.62974 -8.70164  0.285
H56 3.13291 0.49093 -7.37567  0.303
H57 2.03311 -0.74082 -7.89445  0.146
H58 3.51907 -3.90947 -5.74945  0.276
H59 4.83361 -4.14519 -4.58654  0.303
H60 5.05546 -3.49408 -6.25688  0.330
C22 -0.40438 -2.42595 -6.71869  -0.170
O11 0.09786 -3.42571 -5.83148  -0.362
C23 0.41847 -3.10819 -4.60385  0.461
O12 0.45224 -1.99980 -4.11508  -0.169
O13 0.72438 -4.26928 -3.98810  -0.381
C24 0.70621 -4.30689 -2.53581  -0.157
H61 -0.80986 -2.85873 -7.62152  0.287
H62 0.36402 -1.67032 -6.89260  -0.153
H63 -1.13230 -1.81602 -6.17596  0.187
H64 1.63138 -3.80043 -2.25402  -0.006
H65 0.78064 -5.33395 -2.19627  0.306
H66 -0.20324 -3.78375 -2.24682  0.146
C25 0.01159 -4.20246 6.88933  -0.762
O14 0.41214 -3.44555 5.75994  -0.161
C26 1.57932 -3.76174 5.20242  0.588
O15 2.31643 -4.61545 5.59024  -0.552
O16 1.75999 -2.97121 4.14985  -0.134
C27 2.94642 -3.08770 3.38938  -0.630
H67 -0.84436 -3.74238 7.36828  0.212
H68 0.77836 -4.37240 7.64998  0.342
H69 -0.14999 -5.22960 6.55107  0.331
H70 3.88012 -3.00699 3.95331  0.361
H71 3.03778 -2.35175 2.59530  0.071
H72 2.99531 -4.09398 2.96948  0.342
C28 8.26756 -3.36738 -4.16769  -0.579
O17 8.35092 -2.93416 -2.83569  -0.344
C29 7.49388 -3.45245 -1.96166  0.864
O18 6.81326 -4.41458 -2.19415  -0.570
O19 7.51929 -2.77455 -0.82559  -0.359
C30 6.45227 -2.96693 0.11527  -0.384
H73 8.33300 -2.57435 -4.91413  0.290
H74 7.34017 -3.88151 -4.41961  0.164
H75 9.07819 -4.05309 -4.41836  0.309
H76 6.72710 -3.89099 0.62466  0.346
H77 5.43613 -3.02020 -0.27584  0.077
H78 6.54658 -2.04277 0.68218  0.215

Below is C41H37N5NiO3PS as an isolated structure, with properties calculated with ωB97M-V/def2-TZVPD.

Values from the calculation:
Spin multiplicity = 3
Gap between HOMO and LUMO (spin up / spin down) = 6.9797 / 7.4771 eV
Total charge = +1
Relative energy (zero: lowest compared OMol25 entry of this formula, charge and spin) = 0.0 kJ/mol
DFT total energy = -117875.4625 eV

Each line ends with the Löwdin spin population.
Positions of all 89 atoms, in Å:
Ni1 0.74856 0.56700 -0.13218  1.642
C1 5.53055 -2.35789 0.84509  0.001
C2 4.17528 -2.49388 1.10342  0.000
C3 3.30337 -1.46802 0.77159  0.000
C4 3.80605 -0.30399 0.20563  0.002
C5 5.16750 -0.15739 -0.05839  0.002
C6 6.02263 -1.19572 0.25965  0.000
N1 2.87959 0.74520 -0.06847  0.043
N2 3.37157 1.87869 -0.13976  0.003
C7 2.43173 2.91252 -0.37609  0.006
C8 2.91031 4.20208 -0.49296  0.001
C9 1.98618 5.20851 -0.73560  0.000
C10 0.64770 4.87690 -0.85452  0.001
C11 0.26001 3.55281 -0.71417  0.005
N3 1.14413 2.58662 -0.46478  0.042
H1 6.21075 -3.16203 1.09280  0.000
H2 3.78851 -3.39535 1.55897  0.000
H3 2.24776 -1.56716 0.98311  0.000
H4 5.53654 0.74900 -0.51471  0.000
H5 7.07969 -1.10424 0.04915  0.000
H6 3.96944 4.38989 -0.39588  0.000
H7 2.31081 6.23531 -0.83647  0.000
H8 -0.10341 5.62798 -1.05322  0.000
H9 -0.77326 3.24529 -0.80448  0.001
O1 -3.17825 1.83715 -0.45967  0.004
C12 -2.23308 1.36548 0.15894  0.005
O2 -1.15068 0.98657 -0.42595  0.068
C13 -2.37736 1.20794 1.66726  0.000
C14 -3.66879 1.41394 2.15628  0.000
C15 -3.96133 1.30624 3.50251  0.000
C16 -2.95427 0.99292 4.40487  0.000
C17 -1.66909 0.78985 3.94001  0.003
C18 -1.36388 0.89042 2.57874  0.007
P1 0.38973 0.63688 2.17026  0.058
C19 0.84496 -0.81869 3.15436  0.010
C20 0.25305 -2.02541 2.77546  0.005
C21 0.57192 -3.19758 3.43938  -0.001
C22 1.48847 -3.17649 4.48422  0.005
C23 2.07148 -1.97970 4.86903  0.000
C24 1.75135 -0.80012 4.20840  0.006
C25 1.26155 2.07072 2.86005  0.005
C26 2.65753 2.05367 2.92086  0.004
C27 3.35639 3.18315 3.31485  0.000
C28 2.67103 4.34902 3.63109  0.005
C29 1.28627 4.37783 3.55881  0.000
C30 0.58128 3.24417 3.17770  0.005
H10 -4.43643 1.66524 1.43899  0.000
H11 -4.97391 1.46718 3.84803  0.000
H12 -3.16674 0.90554 5.46208  0.000
H13 -0.88421 0.54333 4.64550  0.000
H14 -0.45862 -2.04557 1.95759  0.000
H15 0.10388 -4.12756 3.14406  0.000
H16 1.73917 -4.09276 5.00233  0.000
H17 2.77417 -1.95760 5.69166  0.000
H18 2.19902 0.12869 4.53437  0.000
H19 3.20643 1.15326 2.66755  0.000
H20 4.43682 3.15208 3.37190  0.000
H21 3.21655 5.23139 3.93916  0.000
H22 0.74744 5.28276 3.80768  0.000
H23 -0.50013 3.27631 3.13103  0.000
C31 -5.09176 -0.42333 -4.00498  0.000
C32 -3.59175 -0.39571 -3.74668  0.000
C33 -3.25253 -1.16007 -2.48117  0.000
N4 -1.81808 -1.07453 -2.17197  0.003
C34 -1.01047 -2.00602 -1.73773  0.009
S1 0.50240 -1.70759 -0.97819  0.041
N5 -1.32857 -3.32925 -1.88933  0.005
C35 -2.02098 -4.01055 -2.91869  0.000
O3 -2.50557 -5.08269 -2.66623  0.001
C36 -2.02871 -3.40540 -4.27600  0.000
C37 -0.94695 -2.67848 -4.76323  0.000
C38 -0.97835 -2.18686 -6.05872  0.000
C39 -2.09375 -2.40389 -6.85630  0.000
C40 -3.17166 -3.13345 -6.37065  0.000
C41 -3.13454 -3.64807 -5.08565  0.000
H24 -5.34358 0.11567 -4.91735  0.000
H25 -5.64230 0.03110 -3.17974  0.000
H26 -5.44678 -1.45010 -4.12032  0.000
H27 -3.24969 0.63766 -3.63610  0.000
H28 -3.05092 -0.82332 -4.59305  0.000
H29 -3.54618 -2.20292 -2.56257  0.000
H30 -3.77838 -0.72756 -1.62735  0.000
H31 -1.50552 -0.13180 -1.96827  0.000
H32 -0.94093 -3.94885 -1.19218  0.000
H33 -0.06953 -2.51860 -4.14730  0.000
H34 -0.13155 -1.63702 -6.44719  0.000
H35 -2.11909 -2.01140 -7.86451  0.000
H36 -4.03473 -3.30950 -6.99858  0.000
H37 -3.95323 -4.23991 -4.69712  0.000

Below is one molecule with the formula C5H8S3, with properties calculated with ωB97M-V/def2-TZVPD.

Values from the calculation:
Spin multiplicity = 1
Gap between HOMO and LUMO = 8.4070 eV
Total charge = 0
Relative energy (zero: lowest compared OMol25 entry of this formula, charge and spin) = 0.0 kJ/mol
SMILES string = C[C@H]1SCCSC1=S
DFT total energy = -37820.1680 eV

Each line ends with the Mulliken charge.
Positions of all 16 atoms, in Å:
C1 -0.07116 -1.48843 1.65546  -1.139
C2 0.05904 -1.17761 0.15473  -0.049
S1 -1.54306 -1.09506 -0.72100  -0.141
C3 -2.02846 0.64506 -0.62016  -0.528
C4 -1.37690 1.40453 0.52639  -0.656
S2 0.42198 1.61131 0.28958  -0.031
C5 0.97820 0.00272 -0.06617  0.075
S3 2.53237 -0.19469 -0.55176  -0.222
H1 -0.67515 -2.36897 1.82008  0.333
H2 -0.49677 -0.65770 2.22047  0.285
H3 0.93935 -1.67615 2.07025  0.334
H4 0.54171 -2.01830 -0.29693  0.366
H5 -1.82094 1.15838 -1.55640  0.342
H6 -3.09507 0.69565 -0.49431  0.398
H7 -1.58925 0.94784 1.49809  0.275
H8 -1.74883 2.45650 0.56818  0.359